The following is a quantum chemistry calculation of a 12-piece molecular cluster, C78H172N11O15P overall in a non-equilibrium geometry, from the Open Molecules 2025 dataset.

XYZ file:
```
277
Properties=species:S:1:pos:R:3:lowdin_charge:R:1
C 3.008 4.548 1.838 -0.0694
C 1.691 4.016 1.085 -0.2044
C 1.727 4.135 -0.459 -0.2377
C 0.937 5.322 -0.978 -0.2730
P 1.474 6.050 -2.509 1.0564
C 0.322 7.350 -3.056 -0.2585
C -1.106 6.861 -3.496 -0.1988
C -2.123 8.108 -3.680 -0.2378
C -2.382 8.816 -2.428 -0.1393
C 1.494 4.637 -3.764 -0.1960
C 2.183 4.941 -5.096 -0.2740
C 2.021 3.930 -6.157 -0.2301
C 2.873 2.588 -5.888 -0.0661
C 3.124 6.878 -2.316 -0.2211
C 3.177 8.382 -1.829 -0.2455
C 4.502 8.991 -1.470 -0.2837
C 4.696 9.247 -0.019 -0.1084
H 3.695 3.718 2.005 0.0502
H 2.950 4.892 2.871 0.0624
H 3.412 5.432 1.344 0.0547
H 0.835 4.560 1.482 0.1070
H 1.672 2.949 1.311 0.0671
H 1.241 3.206 -0.756 0.0756
H 2.757 3.941 -0.757 0.0962
H 0.987 6.184 -0.312 0.1033
H -0.147 5.253 -1.068 0.0973
H 0.854 7.741 -3.923 0.0949
H 0.179 8.249 -2.456 0.0816
H -1.677 6.191 -2.855 0.0733
H -0.979 6.340 -4.445 0.0971
H -3.059 7.674 -4.031 0.1140
H -1.523 8.799 -4.273 0.1068
H -1.523 8.773 -1.759 0.0637
H -3.223 8.380 -1.887 0.0788
H -2.746 9.839 -2.525 0.0844
H 0.433 4.693 -4.007 0.0686
H 1.709 3.730 -3.200 0.0755
H 3.262 5.028 -4.965 0.1095
H 1.740 5.817 -5.569 0.1166
H 2.383 4.279 -7.124 0.1145
H 0.960 3.681 -6.189 0.0982
H 3.917 2.902 -5.877 0.0704
H 2.946 1.960 -6.776 0.0592
H 2.729 1.937 -5.025 0.0379
H 3.616 6.749 -3.280 0.0878
H 3.810 6.366 -1.641 0.0940
H 2.430 8.605 -1.068 0.1039
H 2.781 8.911 -2.696 0.0967
H 4.580 9.896 -2.073 0.1150
H 5.283 8.336 -1.857 0.1145
H 5.576 9.843 0.224 0.0826
H 4.653 8.325 0.562 0.0726
H 3.823 9.768 0.371 0.0747
C -4.893 -2.664 -0.950 -0.0974
C -4.333 -1.563 -0.063 -0.2311
C -5.508 -0.541 0.274 -0.1682
C -5.872 0.325 -0.952 -0.0716
N -7.050 1.372 -0.686 -0.2416
C -7.224 2.174 -1.949 -0.1007
C -7.068 3.673 -1.649 -0.1144
C -7.146 3.737 -0.075 -0.0966
C -6.598 2.364 0.411 -0.0797
C -8.344 0.664 -0.298 0.0350
H -4.137 -3.405 -1.208 0.0547
H -5.163 -2.197 -1.897 0.0604
H -5.649 -3.287 -0.471 0.0896
H -3.411 -1.075 -0.380 0.0947
H -3.961 -2.040 0.844 0.0653
H -5.094 0.042 1.097 0.0905
H -6.304 -1.216 0.589 0.0970
H -6.167 -0.265 -1.820 0.1248
H -4.982 0.942 -1.076 0.1100
H -8.289 2.060 -2.154 0.1244
H -6.488 1.891 -2.700 0.1355
H -7.809 4.329 -2.105 0.1196
H -6.128 4.042 -2.059 0.0859
H -8.190 3.853 0.217 0.1104
H -6.471 4.459 0.385 0.1233
H -6.898 1.948 1.373 0.1262
H -5.513 2.270 0.368 0.1095
H -8.951 1.427 0.190 0.1090
H -8.030 -0.024 0.486 0.0852
H -8.875 0.214 -1.137 0.1119
C -4.511 1.119 6.372 -0.0871
C -5.077 0.775 4.960 -0.2226
C -4.580 -0.609 4.443 -0.1963
C -5.360 -1.795 5.021 -0.0538
N -4.817 -3.249 4.703 -0.2049
C -5.411 -4.258 5.659 -0.0935
C -4.281 -4.688 6.598 -0.1415
C -3.193 -3.672 6.463 -0.1882
C -3.262 -3.466 5.007 -0.0879
C -5.104 -3.670 3.250 0.0427
H -3.426 1.156 6.282 0.0700
H -4.777 0.445 7.186 0.0661
H -4.755 2.134 6.686 0.0804
H -4.920 1.692 4.393 0.1101
H -6.161 0.685 5.024 0.0978
H -3.499 -0.561 4.577 0.1054
H -4.628 -0.514 3.358 0.0820
H -6.400 -1.802 4.696 0.1443
H -5.126 -1.630 6.073 0.1217
H -5.871 -5.104 5.149 0.1381
H -6.175 -3.707 6.207 0.1306
H -3.828 -5.611 6.237 0.1273
H -4.568 -4.881 7.632 0.1337
H -2.194 -4.056 6.671 0.1069
H -3.309 -2.757 7.044 0.1263
H -2.920 -4.349 4.468 0.1412
H -2.807 -2.559 4.607 0.1197
H -4.579 -4.614 3.102 0.1117
H -4.642 -2.866 2.678 0.0756
H -6.160 -3.736 2.989 0.1100
C 2.274 -4.162 1.681 -0.0914
C 1.274 -3.598 2.638 -0.3059
C 1.758 -3.464 4.052 -0.1612
C 0.639 -2.781 4.979 -0.0295
N 1.129 -2.371 6.428 -0.1452
C 2.047 -1.137 6.432 -0.0947
C 1.811 -0.483 7.788 -0.1403
C 0.446 -0.894 8.244 -0.1699
C -0.109 -1.785 7.204 -0.1046
C 1.884 -3.515 7.246 -0.0379
C 1.056 -4.899 7.229 -0.2228
C 2.000 -6.017 7.707 -0.0968
H 2.002 -3.982 0.641 0.0708
H 2.488 -5.200 1.935 0.0879
H 3.184 -3.595 1.881 0.0581
H 0.429 -4.285 2.681 0.1066
H 0.855 -2.712 2.160 0.1006
H 2.710 -2.940 3.968 0.0968
H 1.987 -4.480 4.373 0.1108
H -0.188 -3.481 5.098 0.1043
H 0.364 -1.798 4.598 0.1223
H 3.081 -1.401 6.207 0.1235
H 1.703 -0.425 5.682 0.1178
H 2.553 -0.851 8.497 0.1149
H 1.938 0.600 7.768 0.1328
H 0.520 -1.470 9.167 0.1193
H -0.207 -0.053 8.478 0.1371
H -0.741 -2.594 7.571 0.1065
H -0.758 -1.127 6.626 0.1315
H 2.111 -3.267 8.283 0.1325
H 2.813 -3.715 6.714 0.1176
H 0.695 -5.234 6.256 0.0924
H 0.210 -4.887 7.915 0.0986
H 1.402 -6.929 7.681 0.0836
H 2.453 -5.818 8.678 0.0859
H 2.764 -6.159 6.943 0.0765
C 3.021 -0.120 2.502 -0.0678
C 4.318 -0.041 3.363 -0.2104
C 5.662 -0.053 2.572 -0.1919
C 6.822 -0.135 3.564 -0.0833
N 8.247 -0.399 2.949 -0.1890
C 8.430 -1.877 2.634 -0.1305
C 8.801 -2.675 3.826 -0.1850
C 9.306 -1.725 4.864 -0.1246
C 9.281 -0.361 4.101 -0.0561
C 8.499 0.591 1.785 -0.0798
C 7.988 0.048 0.388 -0.1919
C 8.378 1.082 -0.672 -0.0855
H 2.960 -1.109 2.047 0.0559
H 3.061 0.628 1.711 0.0660
H 2.080 0.141 2.986 0.0585
H 4.346 -0.919 4.009 0.0813
H 4.438 0.868 3.952 0.1162
H 5.705 0.893 2.033 0.1255
H 5.717 -0.982 2.005 0.1002
H 6.727 -0.966 4.264 0.1328
H 6.845 0.885 3.947 0.1387
H 9.216 -1.892 1.880 0.1383
H 7.496 -2.297 2.260 0.1315
H 9.619 -3.342 3.554 0.1331
H 7.921 -3.204 4.193 0.1223
H 10.279 -2.123 5.154 0.1267
H 8.649 -1.760 5.733 0.1177
H 10.168 -0.055 3.546 0.1308
H 8.944 0.467 4.724 0.1298
H 9.549 0.870 1.871 0.1250
H 8.165 1.579 2.102 0.1345
H 6.901 -0.040 0.391 0.0796
H 8.515 -0.872 0.135 0.1052
H 7.915 0.912 -1.644 0.0852
H 9.438 1.242 -0.870 0.0820
H 8.185 2.077 -0.270 0.0785
C -2.076 -7.842 -8.793 -0.0955
C -2.349 -6.432 -9.334 -0.2443
C -2.167 -5.290 -8.305 -0.1704
C -3.399 -5.147 -7.370 -0.0837
N -3.132 -4.207 -6.117 -0.1613
C -4.405 -3.861 -5.311 -0.0887
C -4.323 -4.427 -3.908 -0.1433
C -3.293 -5.582 -4.016 -0.0957
C -2.266 -5.045 -5.128 -0.0543
C -2.468 -2.884 -6.622 -0.1173
C -3.343 -1.985 -7.481 -0.2330
C -2.588 -0.807 -8.011 -0.0800
H -1.026 -7.837 -8.503 0.0712
H -1.909 -8.637 -9.520 0.0855
H -2.715 -7.980 -7.921 0.0674
H -3.285 -6.398 -9.891 0.1143
H -1.562 -6.294 -10.075 0.1103
H -2.071 -4.380 -8.898 0.1118
H -1.304 -5.480 -7.666 0.1079
H -3.756 -6.096 -6.972 0.1245
H -4.278 -4.757 -7.883 0.1240
H -4.548 -2.780 -5.326 0.1154
H -5.181 -4.356 -5.894 0.1327
H -3.915 -3.571 -3.370 0.0868
H -5.191 -4.801 -3.366 0.1305
H -2.727 -5.739 -3.098 0.1135
H -3.666 -6.551 -4.347 0.1136
H -1.554 -4.389 -4.627 0.1198
H -1.679 -5.854 -5.563 0.1228
H -1.477 -3.126 -7.004 0.1218
H -2.309 -2.385 -5.666 0.1040
H -4.219 -1.695 -6.901 0.1057
H -3.838 -2.564 -8.261 0.1150
H -2.052 -0.300 -7.209 0.0667
H -3.283 -0.074 -8.421 0.0914
H -1.856 -0.998 -8.795 0.0897
C -1.952 0.649 1.535 -0.0849
C -0.417 0.605 1.462 -0.2036
C 0.117 -0.266 0.280 -0.1399
C 0.303 0.519 -1.069 -0.0316
N 0.718 -0.436 -2.229 -0.1536
C 1.100 0.452 -3.425 -0.1061
C -0.254 0.842 -4.095 -0.1111
C -1.180 -0.312 -3.636 -0.1429
C -0.432 -1.308 -2.762 -0.0884
C 2.009 -1.368 -2.027 -0.0878
C 3.227 -0.726 -1.356 -0.1818
C 4.287 -1.888 -1.115 -0.0588
H -2.399 -0.297 1.839 0.0532
H -2.429 0.945 0.601 0.0584
H -2.288 1.372 2.278 0.0756
H -0.014 0.204 2.392 0.0802
H 0.043 1.580 1.298 0.0894
H -0.604 -1.081 0.214 0.0874
H 1.040 -0.799 0.506 0.0797
H 1.229 1.094 -1.084 0.1005
H -0.540 1.088 -1.461 0.1362
H 1.758 -0.056 -4.129 0.1073
H 1.537 1.373 -3.039 0.1025
H -0.111 0.824 -5.175 0.0875
H -0.448 1.891 -3.870 0.0956
H -1.327 -0.984 -4.482 0.0721
H -2.139 0.036 -3.252 0.1149
H 0.109 -2.053 -3.346 0.1069
H -1.163 -1.598 -2.007 0.1128
H 2.233 -1.913 -2.944 0.1149
H 1.641 -2.205 -1.434 0.1107
H 3.002 -0.078 -0.508 0.0844
H 3.815 -0.180 -2.094 0.0841
H 3.822 -2.703 -0.561 0.0495
H 5.168 -1.607 -0.540 0.0489
H 4.720 -2.188 -2.069 0.0831
N 4.902 2.591 -2.965 -0.6759
O 5.315 1.626 -3.636 -0.0716
O 5.281 3.739 -3.193 -0.0393
O 3.997 2.387 -2.207 -0.0719
N 1.230 -1.704 -6.452 -0.5840
O 1.817 -2.377 -7.288 0.2944
O 1.445 -1.988 -5.301 0.1573
O 0.601 -0.771 -6.868 0.1873
N -1.652 -4.279 0.219 -0.7109
O -0.874 -3.709 -0.539 -0.0739
O -1.882 -3.659 1.235 -0.0861
O -2.297 -5.229 -0.042 0.0046
N -3.071 3.760 -2.226 -0.6532
O -1.949 3.772 -2.695 -0.0531
O -3.517 3.015 -1.334 -0.0699
O -3.794 4.587 -2.751 -0.0324
N 0.530 2.433 5.558 -0.7064
O -0.161 1.570 5.040 -0.0937
O 1.629 2.759 5.071 -0.0906
O 0.238 3.057 6.543 -0.0236
```

Output
gap between HOMO and LUMO (alpha / beta): 6.24 / 2.18 eV
net charge: +3
HOMO energy (alpha / beta): -11.5 / -11.5 eV
DFT total energy: -5145.5793 hartree
spin multiplicity: 2
molecular weight: 1535.3 g mol⁻¹